(1)
A cluster of 4 separate species, C20H39O9P2S in total, computed with the ωB97M-V functional and the def2-TZVPD basis.

Values from the calculation:
Orbital gap: 0.342 Ha
Total charge: +1
E_HOMO: -12.18 eV
LUMO level: -2.88 eV
Energy: -69208.4423 eV

Last columns: bonded neighbours and bond lengths (Å).
Geometry (Å):
1 C 6.637 -1.282 4.818  C2 1.522, H12 1.092, H13 1.092, H14 1.089
2 C 7.608 -0.521 3.927  C1 1.522, C3 1.534, H15 1.092, H16 1.094
3 C 7.053 0.738 3.248  C2 1.534, C4 1.532, P5 1.847, H17 1.095
4 C 8.146 1.554 2.551  C3 1.532, H18 1.091, H19 1.090, H20 1.090
5 P 5.711 0.459 2.011  C3 1.847, S6 2.071, P7 2.163, H21 1.400
6 S 5.505 -1.501 1.374  P5 2.071, H22 1.345
7 P 3.906 1.504 2.583  P5 2.163, C8 1.862, C10 1.841
8 C 3.515 0.636 4.183  P7 1.862, C9 1.532, H23 1.089, H24 1.091
9 C 2.504 -0.515 4.200  C8 1.532, H25 1.085, H26 1.089, H27 1.087
10 C 2.765 0.906 1.268  P7 1.841, C11 1.528, H28 1.094, H29 1.089
11 C 1.533 1.807 1.220  C10 1.528, H30 1.090, H31 1.090, H32 1.091
12 H 6.282 -0.641 5.627  C1 1.092
13 H 5.773 -1.661 4.268  C1 1.092
14 H 7.126 -2.137 5.282  C1 1.089
15 H 8.444 -0.171 4.536  C2 1.092
16 H 8.057 -1.179 3.177  C2 1.094
17 H 6.566 1.358 4.009  C3 1.095
18 H 8.490 1.096 1.622  C4 1.091
19 H 9.011 1.630 3.210  C4 1.090
20 H 7.810 2.566 2.324  C4 1.090
21 H 6.120 1.166 0.873  P5 1.400
22 H 6.798 -1.804 1.587  S6 1.345
23 H 4.467 0.304 4.594  C8 1.089
24 H 3.200 1.463 4.821  C8 1.091
25 H 2.296 -0.939 3.223  C9 1.085
26 H 2.862 -1.327 4.832  C9 1.089
27 H 1.547 -0.184 4.594  C9 1.087
28 H 3.320 0.950 0.326  C10 1.094
29 H 2.471 -0.131 1.428  C10 1.089
30 H 1.026 1.864 2.183  C11 1.090
31 H 0.798 1.404 0.523  C11 1.090
32 H 1.788 2.819 0.904  C11 1.091
33 C -3.645 -0.148 -0.375  C34 1.499, H40 1.089, H41 1.091, H42 1.089
34 C -2.274 -0.734 -0.219  C33 1.499, C35 1.519, O39 1.458, H43 1.092
35 C -2.217 -2.217 0.104  C34 1.519, O36 1.438, H44 1.085, H45 1.092
36 O -1.029 -2.323 0.906  C35 1.438, C37 1.346
37 C -0.818 -1.128 1.489  O36 1.346, O38 1.199, O39 1.339
38 O -0.048 -0.946 2.389  C37 1.199
39 O -1.586 -0.179 0.940  C34 1.458, C37 1.339
40 H -3.586 0.892 -0.692  C33 1.089
41 H -4.196 -0.697 -1.141  C33 1.091
42 H -4.207 -0.203 0.556  C33 1.089
43 H -1.649 -0.512 -1.087  C34 1.092
44 H -2.121 -2.862 -0.764  C35 1.085
45 H -3.071 -2.522 0.713  C35 1.092
46 C -1.231 1.395 -6.569  C47 1.504, H53 1.088, H54 1.091, H55 1.090
47 C -1.975 1.279 -5.267  C46 1.504, C48 1.523, O52 1.443, H56 1.093
48 C -1.299 0.445 -4.186  C47 1.523, O49 1.430, H57 1.087, H58 1.093
49 O -2.411 -0.127 -3.493  C48 1.430, C50 1.361
50 C -3.478 -0.155 -4.338  O49 1.361, O51 1.188, O52 1.344
51 O -4.492 -0.729 -4.108  C50 1.188
52 O -3.205 0.547 -5.452  C47 1.443, C50 1.344
53 H -1.747 2.059 -7.258  C46 1.088
54 H -0.234 1.800 -6.384  C46 1.091
55 H -1.131 0.413 -7.031  C46 1.090
56 H -2.248 2.260 -4.870  C47 1.093
57 H -0.704 1.025 -3.486  C48 1.087
58 H -0.700 -0.358 -4.622  C48 1.093
59 C -7.636 -0.211 -4.021  C60 1.504, H66 1.088, H67 1.092, H68 1.091
60 C -7.790 -0.898 -2.692  C59 1.504, C61 1.522, O65 1.444, H69 1.094
61 C -9.084 -0.624 -1.939  C60 1.522, O62 1.434, H70 1.086, H71 1.093
62 O -8.671 -0.676 -0.567  C61 1.434, C63 1.348
63 C -7.350 -0.412 -0.511  O62 1.348, O64 1.191, O65 1.350
64 O -6.724 -0.215 0.483  C63 1.191
65 O -6.816 -0.398 -1.751  C60 1.444, C63 1.350
66 H -6.709 -0.506 -4.508  C59 1.088
67 H -8.475 -0.478 -4.668  C59 1.092
68 H -7.633 0.870 -3.880  C59 1.091
69 H -7.620 -1.976 -2.775  C60 1.094
70 H -9.865 -1.361 -2.098  C61 1.086
71 H -9.460 0.380 -2.153  C61 1.093

(2)
The ion CH4N3OS with charge +1 in a non-equilibrium geometry, computed with the ωB97M-V functional and the def2-TZVPD basis.

Values from the calculation:
Orbital gap: 0.357 Ha
Total charge: +1
E_HOMO: -14.88 eV
LUMO level: -5.16 eV
Energy: -18442.2617 eV
Energy relative to the best compared isomer or geometry (same formula, charge and spin): 462.54 kJ/mol

Last columns: bonded neighbours and bond lengths (Å).
Geometry (Å):
1 C -0.696 -0.910 0.104  N2 1.174, N4 1.281
2 N -1.529 -0.292 0.654  C1 1.174, O5 1.206
3 N 0.293 1.462 0.689  S6 1.565, H7 1.006
4 N -0.057 -1.501 -0.836  C1 1.281, H8 1.131, H9 1.005
5 O -1.916 0.324 1.616  N2 1.206, S6 1.959
6 S -0.546 1.672 1.994  N3 1.565, O5 1.959, H10 1.394
7 H 1.217 1.174 0.962  N3 1.006
8 H 0.336 -0.947 -1.740  N4 1.131
9 H 0.211 -2.468 -0.774  N4 1.005
10 H -1.687 2.270 1.461  S6 1.394

(3)
A cluster of 2 separate species, CH4FNP2 in total in a non-equilibrium geometry, computed with the ωB97M-V functional and the def2-TZVPD basis.

Values from the calculation:
Orbital gap (spin up / spin down): 0.239 / 0.239 Ha
E_HOMO (spin up / spin down): -7.15 / -7.16 eV
LUMO level (spin up / spin down): -0.65 / -0.66 eV
Energy: -23884.9652 eV
Energy relative to the best compared isomer or geometry (same formula, charge and spin): 196.56 kJ/mol

Last columns: bonded neighbours and bond lengths (Å).
Geometry (Å):
1 C 1.985 0.316 0.409  P5 1.833, H6 1.092, H7 1.015, H8 1.135
2 N -0.548 0.248 0.284  P4 1.516, P5 1.583
3 F -3.557 -1.514 -0.899  H9 0.890
4 P -1.770 0.959 -0.264  N2 1.516
5 P 0.544 -0.661 0.983  C1 1.833, N2 1.583
6 H 2.918 -0.047 0.844  C1 1.092
7 H 1.988 1.209 0.891  C1 1.015
8 H 1.881 0.385 -0.719  C1 1.135
9 H -3.441 -0.896 -1.529  F3 0.890

(4)
A cluster of 7 separate species, C12H36BF4O12 in total in a non-equilibrium geometry, computed with the ωB97M-V functional and the def2-TZVPD basis.

Values from the calculation:
Orbital gap: 0.367 Ha
Total charge: -1
E_HOMO: -7.19 eV
LUMO level: 2.78 eV
Energy: -49150.2487 eV
Energy relative to the best compared isomer or geometry (same formula, charge and spin): 65.11 kJ/mol

Last columns: bonded neighbours and bond lengths (Å).
Geometry (Å):
1 B -3.994 20.503 -16.225  F2 1.391, F3 1.398, F4 1.436, F5 1.405
2 F -2.895 19.796 -15.747  B1 1.391
3 F -4.672 19.743 -17.184  B1 1.398
4 F -4.836 20.817 -15.105  B1 1.436
5 F -3.524 21.709 -16.772  B1 1.405
6 C -2.933 23.700 -13.692  C7 1.501, O9 1.412, H10 1.097, H11 1.095
7 C -4.105 24.284 -12.959  C6 1.501, O8 1.412, H12 1.093, H13 1.095
8 O -5.308 24.050 -13.661  C7 1.412, H14 0.963
9 O -2.870 22.310 -13.449  C6 1.412, H15 0.963
10 H -1.991 24.148 -13.352  C6 1.097
11 H -3.004 23.933 -14.759  C6 1.095
12 H -4.013 25.363 -12.816  C7 1.093
13 H -4.119 23.824 -11.965  C7 1.095
14 H -5.566 23.126 -13.581  O8 0.963
15 H -3.305 21.824 -14.157  O9 0.963
16 C -1.836 16.048 -16.828  C17 1.517, O19 1.411, H20 1.105, H21 1.094
17 C -3.264 15.938 -16.327  C16 1.517, O18 1.406, H22 1.096, H23 1.099
18 O -4.216 16.398 -17.253  C17 1.406, H24 0.963
19 O -1.744 15.355 -18.054  C16 1.411, H25 0.960
20 H -1.213 15.574 -16.048  C16 1.105
21 H -1.523 17.095 -16.875  C16 1.094
22 H -3.319 16.413 -15.341  C17 1.096
23 H -3.400 14.869 -16.113  C17 1.099
24 H -4.361 17.323 -17.030  O18 0.963
25 H -0.840 15.368 -18.373  O19 0.960
26 C -2.134 21.758 -19.780  C27 1.516, O29 1.402, H30 1.094, H31 1.100
27 C -1.932 23.088 -19.081  C26 1.516, O28 1.418, H32 1.106, H33 1.091
28 O -2.055 24.169 -19.989  C27 1.418, H34 0.959
29 O -2.074 20.632 -18.947  C26 1.402, H35 0.972
30 H -1.343 21.648 -20.527  C26 1.094
31 H -3.087 21.769 -20.331  C26 1.100
32 H -0.915 23.042 -18.647  C27 1.106
33 H -2.565 23.188 -18.199  C27 1.091
34 H -1.484 24.860 -19.648  O28 0.959
35 H -2.555 20.791 -18.118  O29 0.972
36 C -4.800 17.922 -12.368  C37 1.487, O39 1.417, H40 1.108, H41 1.095
37 C -3.928 17.242 -11.375  C36 1.487, O38 1.426, H42 1.108, H43 1.086
38 O -3.474 18.157 -10.380  C37 1.426, H44 0.966
39 O -4.023 18.949 -12.959  C36 1.417, H45 0.963
40 H -5.659 18.325 -11.795  C36 1.108
41 H -5.246 17.299 -13.150  C36 1.095
42 H -3.026 16.943 -11.944  C37 1.108
43 H -4.318 16.297 -11.008  C37 1.086
44 H -3.106 18.889 -10.893  O38 0.966
45 H -4.438 19.290 -13.758  O39 0.963
46 C -6.353 18.188 -21.802  C47 1.493, O49 1.444, H50 1.101, H51 1.095
47 C -5.720 18.972 -20.701  C46 1.493, O48 1.422, H52 1.101, H53 1.095
48 O -5.216 18.111 -19.688  C47 1.422, H54 0.969
49 O -5.562 17.013 -22.082  C46 1.444, H55 0.961
50 H -6.337 18.792 -22.722  C46 1.101
51 H -7.406 17.944 -21.632  C46 1.095
52 H -6.503 19.611 -20.264  C47 1.101
53 H -4.932 19.636 -21.072  C47 1.095
54 H -5.058 18.706 -18.940  O48 0.969
55 H -6.016 16.566 -22.802  O49 0.961
56 C -6.426 23.184 -16.809  C57 1.514, O59 1.393, H60 1.100, H61 1.098
57 C -6.576 23.414 -18.298  C56 1.514, O58 1.448, H62 1.090, H63 1.098
58 O -5.727 22.520 -19.057  C57 1.448, H64 0.965
59 O -6.991 21.974 -16.414  C56 1.393, H65 0.968
60 H -6.854 24.052 -16.287  C56 1.100
61 H -5.349 23.299 -16.628  C56 1.098
62 H -6.329 24.438 -18.575  C57 1.090
63 H -7.579 23.178 -18.677  C57 1.098
64 H -5.710 21.698 -18.552  O58 0.965
65 H -6.313 21.393 -16.041  O59 0.968